1.
# C8H16AlFO6

C8H16AlFO6 as an isolated structure in a non-equilibrium geometry (ωB97M-V with the def2-TZVPD basis set, the Open Molecules 2025 dataset).

Element x y z (Å)
1 O 0.537 1.536 2.740
2 O 1.183 -0.166 4.097
3 H -0.815 1.662 -4.349
4 H -1.004 -1.207 0.663
5 H -2.038 -2.898 -0.775
6 C 3.476 0.470 4.340
7 H 2.170 -0.063 5.895
8 H -1.456 0.228 -5.300
9 H -2.753 -1.288 -0.517
10 O -0.463 -0.176 -3.459
11 F -2.144 0.405 0.011
12 C 0.716 0.405 -5.446
13 H 1.536 0.631 -4.764
14 C -1.829 -1.830 -0.720
15 H 4.158 0.969 5.028
16 H 0.645 0.952 -6.387
17 H 3.443 0.925 3.351
18 C 2.066 0.503 4.969
19 O -2.388 0.353 -2.442
20 C -1.007 -0.401 1.397
21 Al -3.436 1.589 -1.403
22 H 1.655 1.459 5.292
23 C 0.451 0.395 3.144
24 C -1.372 -0.375 -2.487
25 H 0.791 -0.674 -5.578
26 H -1.185 -1.717 0.153
27 O -0.212 -0.592 2.506
28 C -0.660 0.634 -4.676
29 O -0.971 -1.348 -1.772
30 H 3.829 -0.548 4.175
31 H -2.081 -0.302 1.554
32 H -0.843 0.469 0.761

Charge: +2
HOMO, eV: -16.455
Gap between HOMO and LUMO, eV: 3.1130
Multiplicity: 1
Energy above the lowest of the compared OMol25 structures with the same formula, charge and spin, kJ/mol: 33.54

Charges obtained by Löwdin population analysis, quoted in units of e:
1. O 0.201
2. O 0.068
3. H 0.123
4. H 0.042
5. H 0.169
6. C -0.034
7. H 0.133
8. H 0.134
9. H 0.127
10. O 0.057
11. F -0.392
12. C -0.017
13. H 0.084
14. C 0.092
15. H 0.093
16. H 0.094
17. H 0.077
18. C -0.176
19. O -0.068
20. C 0.023
21. Al 1.208
22. H 0.139
23. C -0.501
24. C -0.486
25. H 0.084
26. H 0.058
27. O 0.186
28. C -0.117
29. O 0.172
30. H 0.087
31. H 0.179
32. H 0.162

2.
# C3H9NOS2

An isolated molecule of C3H9NOS2 in a non-equilibrium geometry (ωB97M-V with the def2-TZVPD basis set, the Open Molecules 2025 dataset).

Element x y z (Å)
1 H 0.426 -0.964 -1.057
2 H 2.091 0.242 0.765
3 H -2.735 3.008 -0.005
4 H 1.028 -0.741 1.913
5 C 1.379 -0.583 0.890
6 S -2.803 1.676 -0.122
7 C 0.181 1.097 -0.512
8 H -1.816 -0.768 -0.029
9 C 0.251 -0.372 -0.157
10 H 1.832 -2.135 -0.214
11 H -0.898 -2.062 -0.012
12 N -0.949 -1.124 0.372
13 H 0.349 1.762 0.333
14 O 2.049 -1.844 0.672
15 S -1.319 1.504 -1.562
16 H 0.934 1.304 -1.275

HOMO, eV: -9.455
SMILES string: N[C@H](CO)CSS
Gap between HOMO and LUMO, eV: 9.8292
Multiplicity: 1
Energy above the lowest of the compared OMol25 structures with the same formula, charge and spin, kJ/mol: 124.02

Charges obtained by Löwdin population analysis, quoted in units of e:
1. H 0.123
2. H 0.109
3. H -0.201
4. H 0.124
5. C -0.204
6. S 0.320
7. C -0.491
8. H -0.002
9. C -0.438
10. H 0.062
11. H 0.069
12. N 0.024
13. H 0.086
14. O -0.081
15. S 0.431
16. H 0.069

3.
# C5H12PS

A 2-piece molecular cluster, C5H12PS overall in a non-equilibrium geometry (ωB97M-V with the def2-TZVPD basis set, the Open Molecules 2025 dataset).

Element x y z (Å)
1 H -1.861 -1.451 0.815
2 C -1.263 1.322 -0.736
3 H -2.143 0.632 -1.029
4 C 0.589 1.547 1.620
5 H 0.992 1.030 2.564
6 P -0.198 0.378 0.445
7 C 1.999 -2.666 -3.720
8 H -0.596 1.859 -1.385
9 H 3.158 -2.331 -3.813
10 H -2.052 2.032 -0.378
11 H 1.782 -3.615 -3.989
12 C 1.204 -1.805 -3.191
13 H -1.806 -0.029 2.003
14 S 0.378 -0.546 -2.778
15 H -0.548 -1.545 1.916
16 H 1.323 2.175 1.065
17 H 0.785 -0.083 -0.424
18 H -0.261 2.272 1.966
19 C -1.175 -0.779 1.461

Charge: +1
HOMO, eV: -11.880
Gap between HOMO and LUMO, eV: 8.3437
Multiplicity: 1
Energy above the lowest of the compared OMol25 structures with the same formula, charge and spin, kJ/mol: 239.23

Charges obtained by Löwdin population analysis, quoted in units of e:
1. H 0.096
2. C -0.268
3. H 0.093
4. C -0.232
5. H 0.087
6. P 0.859
7. C -0.044
8. H 0.030
9. H 0.156
10. H 0.076
11. H 0.026
12. C -0.711
13. H 0.081
14. S 0.777
15. H 0.060
16. H 0.062
17. H -0.042
18. H 0.094
19. C -0.202

4.
# C3H4N2O3

An isolated molecule of C3H4N2O3 in a non-equilibrium geometry (ωB97M-V with the def2-TZVPD basis set, the Open Molecules 2025 dataset).

Element x y z (Å)
1 H 1.318 1.839 0.548
2 O -0.971 1.878 -0.517
3 O 1.648 -1.170 0.040
4 C -0.363 0.944 -0.005
5 O -1.686 -0.689 1.117
6 H -1.359 -2.081 -1.026
7 C 2.003 0.018 0.137
8 H 3.080 0.183 0.101
9 N 1.033 0.940 0.236
10 H -0.024 -1.253 -1.490
11 C -1.011 -0.427 0.145
12 N -0.850 -1.234 -0.938

HOMO, eV: -10.105
SMILES string: NC(=O)C(=O)NC=O
Gap between HOMO and LUMO, eV: 10.1548
Multiplicity: 1
Energy above the lowest of the compared OMol25 structures with the same formula, charge and spin, kJ/mol: 83.12

Charges obtained by Löwdin population analysis, quoted in units of e:
1. H 0.139
2. O 0.134
3. O 0.001
4. C -0.305
5. O 0.098
6. H 0.108
7. C -0.257
8. H 0.142
9. N 0.138
10. H 0.091
11. C -0.471
12. N 0.181

5.
# C4H12O2

A 2-piece molecular cluster, C4H12O2 overall in a non-equilibrium geometry (ωB97M-V with the def2-TZVPD basis set, the Open Molecules 2025 dataset).

Element x y z (Å)
1 H -1.920 -1.836 -0.739
2 O 1.960 -0.962 -1.141
3 H 2.606 1.113 0.706
4 C -0.338 -0.471 -0.507
5 H -0.527 -0.064 -1.502
6 H -0.891 0.105 0.243
7 C 1.151 -0.397 -0.203
8 H -0.271 -2.589 -1.037
9 C -0.878 -1.894 -0.431
10 H -3.153 2.259 1.439
11 C 1.726 1.006 0.069
12 H -0.794 -2.360 0.552
13 H 0.993 1.652 0.573
14 H 1.403 -0.925 0.774
15 H -2.249 2.881 2.343
16 O -2.227 2.261 1.630
17 H 1.932 1.550 -0.854
18 H 1.475 -1.327 -1.914

Charge: +1
HOMO (alpha / beta), eV: -14.709 / -14.709
⟨S²⟩: 0.7543
Gap between HOMO and LUMO (alpha / beta), eV: 11.4986 / 5.1599
Multiplicity: 2
Energy above the lowest of the compared OMol25 structures with the same formula, charge and spin, kJ/mol: 67.44

Charges obtained by Löwdin population analysis, quoted in units of e:
1. H 0.095
2. O 0.242
3. H 0.109
4. C -0.178
5. H 0.141
6. H 0.124
7. C -0.354
8. H 0.085
9. C -0.069
10. H 0.027
11. C 0.043
12. H 0.092
13. H 0.116
14. H 0.247
15. H 0.029
16. O -0.041
17. H 0.111
18. H 0.182

6.
# C4H4O

An isolated molecule of C4H4O in a non-equilibrium geometry (ωB97M-V with the def2-TZVPD basis set, the Open Molecules 2025 dataset).

Element x y z (Å)
1 H 1.921 -0.962 0.531
2 C 0.988 -0.829 0.266
3 H -0.904 -1.987 -0.128
4 C -0.525 1.337 0.315
5 H -0.425 0.892 1.333
6 O -1.112 2.283 -0.152
7 C 0.157 0.125 -0.541
8 C -0.239 -1.190 0.021
9 H 0.139 0.331 -1.646

HOMO, eV: -9.146
SMILES string: O=CC1C=C1
Gap between HOMO and LUMO, eV: 9.8609
Multiplicity: 1
Energy above the lowest of the compared OMol25 structures with the same formula, charge and spin, kJ/mol: 283.82

Charges obtained by Löwdin population analysis, quoted in units of e:
1. H 0.047
2. C 0.022
3. H 0.090
4. C -0.214
5. H 0.109
6. O 0.039
7. C -0.219
8. C -0.007
9. H 0.133

7.
# C44H30CsN9O3S2

C44H30CsN9O3S2 as an isolated structure in a non-equilibrium geometry (ωB97M-V with the def2-TZVPD basis set, the Open Molecules 2025 dataset).

Element x y z (Å)
1 C 4.556 -1.678 1.445
2 H -0.921 -2.771 -7.378
3 C -1.200 -2.471 -2.656
4 H 4.594 2.071 -2.626
5 C -4.421 -4.113 1.031
6 C -3.528 -1.621 1.789
7 N -3.079 0.227 -0.113
8 C -0.065 -3.466 1.235
9 C -1.297 -2.324 -6.464
10 C -3.634 0.667 -1.265
11 C 4.100 2.863 -2.078
12 C -1.400 -2.232 -4.087
13 H -4.786 -5.083 0.717
14 C -2.738 -0.499 2.336
15 H -2.466 -0.862 -7.520
16 H 0.264 4.765 1.179
17 S 5.309 -1.023 2.758
18 H 2.019 -7.902 -0.691
19 N 3.766 -1.068 0.579
20 N -1.583 -0.938 2.875
21 N -0.277 -2.879 2.417
22 H 4.821 3.047 -4.630
23 C -4.502 1.819 -0.972
24 S 4.757 -3.381 0.982
25 H -6.644 4.303 -1.736
26 C -0.901 -2.831 -5.235
27 C -2.668 -2.712 1.814
28 H 2.577 -3.664 0.038
29 H 0.718 3.795 2.585
30 C 2.825 4.829 -0.604
31 H -3.344 0.214 -5.459
32 H -4.950 3.286 2.079
33 C 3.684 5.194 -1.606
34 C -6.000 3.662 -1.144
35 H 1.357 -5.503 2.810
36 C 3.186 2.437 -1.049
37 C -2.174 -1.238 -6.545
38 N -1.908 -1.580 -1.936
39 C -5.865 3.908 0.223
40 C -3.488 1.001 0.902
41 C 2.541 3.487 -0.289
42 H 6.390 3.014 -3.795
43 H 1.866 4.986 1.923
44 C 1.095 4.259 1.676
45 C -4.371 2.063 0.409
46 C -4.854 -1.763 1.411
47 H 2.322 5.617 -0.057
48 H -2.433 -4.824 1.456
49 C 0.996 -6.050 -1.046
50 C -2.278 -1.138 -4.168
51 H 3.880 6.231 -1.846
52 C 3.507 -3.255 -0.339
53 C 0.629 -4.723 0.947
54 C -2.671 -0.633 -5.399
55 H 6.091 4.214 -5.074
56 H 3.836 -3.830 -1.201
57 C 3.394 -1.766 -0.640
58 H 3.583 -0.056 0.562
59 H 0.897 -6.196 -2.115
60 H -6.318 -3.157 0.708
61 H 2.267 -7.556 1.727
62 C 1.627 -6.995 -0.246
63 H -5.527 -0.912 1.413
64 C 1.759 -6.806 1.132
65 C 1.252 -5.669 1.745
66 C -5.322 2.615 -1.755
67 C -0.224 -3.721 -0.941
68 O 5.165 4.632 -3.338
69 C 4.322 4.183 -2.352
70 N -0.522 -2.915 0.102
71 N -0.464 -3.503 -2.220
72 C -3.105 -3.973 1.437
73 C 1.616 3.144 0.772
74 C 0.501 -4.903 -0.446
75 C -1.420 -2.200 2.423
76 O 1.204 2.005 0.991
77 N -3.400 0.244 -2.491
78 H 2.379 -1.490 -0.941
79 N -3.061 0.782 2.151
80 C -2.567 -0.766 -2.780
81 Cs -0.337 0.083 0.611
82 H -6.403 4.736 0.671
83 H -5.430 2.415 -2.814
84 C -5.290 -3.019 1.023
85 O 2.993 1.208 -0.858
86 C -5.053 3.106 1.015
87 H 4.070 -1.468 -1.446
88 H -0.216 -3.667 -5.163
89 C 5.637 3.666 -4.249

Charge: -2
HOMO (alpha / beta), eV: -1.125 / -1.125
Gap between HOMO and LUMO (alpha / beta), eV: 4.7226 / 4.7243
Multiplicity: 1
Energy above the lowest of the compared OMol25 structures with the same formula, charge and spin, kJ/mol: 128.91

Charges obtained by Löwdin population analysis, quoted in units of e:
1. C -1.206
2. H 0.083
3. C -0.304
4. H 0.102
5. C -0.090
6. C -0.124
7. N 0.017
8. C -0.355
9. C -0.123
10. C -0.305
11. C 0.037
12. C -0.117
13. H 0.091
14. C -0.413
15. H 0.082
16. H 0.087
17. S 0.487
18. H 0.088
19. N -0.050
20. N 0.022
21. N 0.182
22. H 0.092
23. C -0.098
24. S 0.867
25. H 0.087
26. C -0.041
27. C -0.115
28. H 0.041
29. H 0.079
30. C -0.062
31. H 0.100
32. H 0.106
33. C -0.054
34. C -0.110
35. H 0.112
36. C -0.366
37. C -0.123
38. N 0.159
39. C -0.114
40. C -0.379
41. C -0.107
42. H 0.090
43. H 0.067
44. C -0.022
45. C -0.098
46. C -0.022
47. H 0.097
48. H 0.114
49. C -0.033
50. C -0.115
51. H 0.096
52. C -0.414
53. C -0.134
54. C -0.040
55. H 0.081
56. H 0.077
57. C -0.223
58. H 0.117
59. H 0.106
60. H 0.090
61. H 0.089
62. C -0.106
63. H 0.114
64. C -0.106
65. C -0.026
66. C -0.030
67. C -0.310
68. O -0.098
69. C -0.303
70. N 0.085
71. N 0.188
72. C -0.015
73. C -0.410
74. C -0.127
75. C -0.394
76. O -0.341
77. N 0.186
78. H 0.111
79. N 0.153
80. C -0.303
81. Cs 1.439
82. H 0.086
83. H 0.105
84. C -0.092
85. O -0.067
86. C -0.032
87. H 0.120
88. H 0.100
89. C -0.112

8.
# C4H7NO

An isolated molecule of C4H7NO in a non-equilibrium geometry (ωB97M-V with the def2-TZVPD basis set, the Open Molecules 2025 dataset).

Element x y z (Å)
1 C -0.700 -1.169 -0.242
2 C 1.149 0.456 -0.228
3 O -1.397 0.327 -0.710
4 H 0.029 -0.172 1.351
5 H -1.259 -1.937 0.369
6 N 0.351 1.606 0.198
7 H 1.103 0.320 -1.325
8 C 0.500 -0.707 0.531
9 H -1.580 2.196 0.313
10 H 1.153 -1.438 1.024
11 C -0.884 1.426 -0.065
12 H 2.194 0.576 0.059
13 H -0.659 -1.483 -1.276

HOMO, eV: -9.835
SMILES string: C1=NCCCO1
Gap between HOMO and LUMO, eV: 10.7872
Multiplicity: 1
Energy above the lowest of the compared OMol25 structures with the same formula, charge and spin, kJ/mol: 262.67

Charges obtained by Löwdin population analysis, quoted in units of e:
1. C -0.019
2. C -0.222
3. O -0.105
4. H 0.107
5. H 0.122
6. N 0.032
7. H 0.124
8. C -0.204
9. H 0.127
10. H 0.123
11. C -0.288
12. H 0.103
13. H 0.101

Number 1: E_tot -1107.1764 Ha. Number 2: E_tot -1046.0384 Ha. Number 3: E_tot -936.8988 Ha. Number 4: E_tot -451.9481 Ha. Number 5: E_tot -309.7035 Ha. Number 6: E_tot -229.9198 Ha. Number 7: E_tot -3229.9024 Ha. Number 8: E_tot -286.5316 Ha.